73
Properties=species:S:1:pos:R:3:forces:R:3 method="wB97M-V/def2-TZVPD" total_energy_ha=-2089.994763 s2=6.105 homo_energy_ev="-10.40 / -10.40" lumo_energy_ha="-0.093 / -0.188" charge=+1 spin_multiplicity=5
Pd 0.788424 -0.245950 -1.267775 -0.45 -0.28 -0.01
O -0.062544 1.506396 0.102514 -0.03 0.24 -0.05
O -1.022908 2.545752 2.442124 -0.06 0.01 -0.15
O -1.318441 -0.157135 -0.584536 0.12 -0.05 -0.01
O 0.119364 -2.161093 -2.142405 0.14 -0.04 -0.05
O 3.038172 -0.915454 -1.913862 0.10 0.10 0.02
N -1.514583 -0.903675 2.882260 0.16 -0.09 -0.06
N -3.806699 -0.290401 2.724095 -0.06 -0.56 0.63
N 1.525188 -1.160766 0.625768 -0.02 -0.07 -0.12
N -0.085936 0.642746 -3.123932 -0.01 0.12 0.09
N 2.138031 1.729566 -1.994629 0.08 0.04 0.05
C 4.367248 1.039376 -1.488396 0.04 0.04 0.01
C 2.034045 -2.400654 0.616861 -0.07 0.00 0.00
C 1.497057 -1.203178 3.015215 -0.11 0.08 0.08
C 1.281551 -0.574980 1.793284 -0.14 0.01 0.05
C -1.642986 -1.204121 -3.470249 -0.04 0.01 0.01
C 6.679650 0.592542 -0.907767 0.02 0.01 0.00
C -3.424286 -2.757372 -4.038913 -0.02 0.02 -0.02
C -1.355472 -0.100350 3.941311 -0.05 0.09 0.12
C 1.145103 -0.505562 4.273007 -0.24 0.15 -0.02
C 2.056851 -2.468698 3.001023 0.05 -0.07 -0.06
C -2.721899 -0.951666 2.335855 0.14 -0.08 0.24
C 2.328559 -3.078351 1.781367 -0.03 0.03 0.05
C -2.251141 2.286736 1.917837 0.12 0.26 -0.21
C 5.623552 1.478379 -1.137289 -0.02 0.01 0.00
C -2.428799 0.638822 4.426493 0.22 -0.33 0.22
C 0.332575 1.987077 -3.534823 0.00 0.00 -0.02
C 4.137539 -0.401614 -1.632385 0.01 -0.06 0.03
C -0.045616 -0.006946 4.628009 0.12 -0.12 -0.19
C -4.773945 1.642365 0.907536 -0.01 0.30 0.02
C -2.357865 1.474048 0.784830 -0.11 0.21 -0.13
C 3.345642 2.040568 -1.809580 -0.02 0.00 -0.06
C -1.587406 -3.587170 -2.754718 -0.01 -0.03 -0.01
C -2.840316 -1.488973 -4.090621 0.00 0.00 0.01
C -3.628856 1.150890 0.311105 0.06 0.25 -0.18
C -3.403835 2.777205 2.525978 0.03 0.42 -0.45
C 6.499440 -0.790500 -1.068820 -0.01 -0.03 -0.01
C 1.151366 2.680640 -2.444987 0.01 -0.03 -0.04
C -3.642630 0.508601 3.773315 -0.08 -0.55 0.21
C -1.173016 0.926382 0.068499 0.12 -0.04 0.13
C 5.278592 -1.274685 -1.433351 0.03 -0.03 0.03
C -0.963194 -2.283098 -2.753836 -0.04 0.03 0.00
C -2.785309 -3.809028 -3.367278 0.03 -0.03 0.03
C -1.123048 0.151157 -3.661876 0.04 -0.05 0.00
C -4.652795 2.465501 2.020298 -0.09 0.34 -0.51
H -3.311653 3.403677 3.407074 0.00 -0.01 0.01
H -1.130089 3.109065 3.214681 0.01 0.05 0.07
H -3.346407 -0.703368 -4.638580 0.00 0.00 0.00
H 0.957186 1.869533 -4.424276 0.01 -0.02 0.01
H 2.190243 -2.844984 -0.356934 0.03 0.01 -0.02
H 5.800036 2.543471 -1.043494 0.00 0.00 0.00
H -3.243019 -4.788393 -3.339781 0.01 0.00 0.00
H -0.086008 0.533623 5.567146 0.00 -0.03 0.04
H -2.320382 1.292228 5.281694 0.00 0.00 0.04
H 7.331652 -1.462191 -0.907430 -0.01 -0.01 0.00
H 1.594854 3.598666 -2.845077 -0.02 0.02 0.01
H -3.692473 0.488425 -0.542468 0.00 0.00 0.00
H -0.534388 2.594224 -3.807600 0.01 0.01 -0.01
H 5.096910 -2.332377 -1.572647 0.00 0.01 0.01
H -4.371443 -2.927660 -4.532324 0.00 0.01 0.01
H -1.706901 0.753918 -4.363946 0.02 0.01 -0.03
H -5.749024 1.380844 0.520378 0.01 -0.02 0.03
H 1.964898 -0.356264 4.968311 0.00 -0.04 0.03
H 2.741621 -4.076063 1.734664 0.01 0.01 0.00
H 7.648045 0.979090 -0.620502 -0.01 0.00 0.00
H 3.707725 3.070434 -1.919304 -0.01 0.01 -0.03
H 0.512312 2.926766 -1.596572 -0.02 -0.02 0.02
H -1.057627 -4.364919 -2.221319 -0.01 0.00 -0.01
H -5.535716 2.862062 2.504874 -0.02 -0.01 0.01
H -4.514794 1.062872 4.102387 0.05 -0.21 0.13
H 0.872544 0.425230 1.754958 -0.01 0.02 0.02
H -2.830181 -1.594218 1.469035 0.02 -0.01 -0.01
H 2.257659 -2.987018 3.930500 -0.01 -0.01 0.00

85
Properties=species:S:1:pos:R:3:forces:R:3 method="wB97M-V/def2-TZVPD" total_energy_ha=-3391.258568 s2=3.770 homo_energy_ev="-13.17 / -13.81" lumo_energy_ha="-0.209 / -0.242" charge=+2 spin_multiplicity=4
Re -0.201540 -0.753790 0.399708 0.34 -0.34 0.51
S 4.232792 2.139616 2.766873 0.02 0.02 -0.02
S 3.272061 -0.381003 1.362711 -0.06 0.22 0.00
O -0.086908 -0.265882 -6.141631 0.02 -0.02 0.00
O 2.210963 6.256093 -1.463367 -0.01 -0.01 -0.03
O -2.174837 4.844710 0.155105 0.21 0.33 0.25
O 3.563803 4.725712 -2.166585 -0.01 0.01 0.01
O -0.743644 1.137632 0.471719 -0.13 0.17 -0.10
O 2.985414 0.311738 -0.120684 0.16 -0.32 -0.02
O -2.119953 3.132421 1.463165 0.24 0.31 0.35
O 1.751492 -0.007992 -1.888889 0.05 -0.01 0.01
N -0.309046 -0.839947 2.725770 0.03 0.04 0.06
N 1.618944 0.381175 -0.521505 0.01 0.24 -0.13
N 1.768276 1.367332 2.720129 -0.05 0.01 -0.03
N 1.134549 -4.181084 2.435689 0.01 0.05 -0.03
N -1.633189 3.876006 0.629979 -0.62 -0.81 -0.80
N -2.178668 -1.101651 0.802032 -0.30 -0.04 -0.02
N -0.204133 -1.158572 -1.440483 -0.11 0.14 -0.48
N 0.726843 -1.067624 -3.589603 0.01 0.05 -0.01
N -3.940087 -0.915811 2.103042 0.02 -0.02 0.01
N 2.556593 5.107140 -1.609367 0.03 -0.01 0.04
N 0.461760 -2.710834 0.937240 -0.09 0.05 -0.03
C 1.218984 -6.536376 -0.424763 0.00 0.00 0.01
C -5.703379 -0.638332 0.300649 0.01 0.00 -0.01
C 2.105279 2.754265 -1.073620 -0.01 0.03 0.04
C 0.976968 0.409715 -5.503303 -0.02 0.01 -0.03
C -0.358214 3.459483 0.025363 0.18 0.26 0.24
C -3.302096 -0.926625 -0.027571 0.01 -0.05 0.00
C 0.654276 -3.934843 0.279024 0.06 0.00 -0.02
C 0.677273 -0.777184 -2.296678 0.04 -0.06 0.05
C 1.264709 1.804254 -0.534663 -0.10 -0.07 -0.02
C 3.051428 3.177980 3.474740 -0.01 0.00 0.00
C 0.814653 4.499630 4.404714 -0.01 0.01 -0.01
C 2.097424 5.061146 4.554017 -0.01 0.00 0.01
C 0.758856 -2.918204 2.212590 0.05 0.04 0.01
C -1.671582 -1.199664 3.189126 -0.02 0.06 0.01
C -5.819155 -0.556215 -1.071248 -0.01 0.00 0.00
C 0.777539 -5.609499 -1.382689 0.00 0.00 -0.01
C -4.419370 -0.821046 0.795979 -0.03 -0.01 0.01
C 0.486869 -4.301749 -1.054123 -0.02 -0.02 0.02
C 1.704820 -0.515307 -4.538951 -0.01 -0.02 0.02
C 1.778045 2.601216 3.338888 -0.04 -0.07 0.03
C -2.618726 -1.067762 2.049604 0.07 0.05 -0.01
C -0.403725 -1.728427 -4.248530 0.03 -0.03 0.03
C -4.698163 -0.651973 -1.910183 0.01 -0.01 0.00
C 2.976152 1.036435 2.365511 -0.12 -0.10 -0.01
C 0.013330 2.106886 0.009872 0.08 -0.09 0.11
C 1.382108 -6.184304 0.898581 -0.02 0.01 -0.01
C 0.640998 3.276874 3.804685 0.05 0.04 -0.03
C 1.675379 4.065230 -1.046836 0.01 0.03 -0.07
C 0.453846 4.434924 -0.513025 0.02 -0.05 0.07
C 3.223688 4.417623 4.097135 0.00 0.00 -0.03
C -1.039874 -0.743927 -5.219234 -0.02 0.02 -0.01
C 0.698542 -1.804531 3.207582 0.00 -0.02 -0.01
C 1.089025 -4.865321 1.221041 0.03 -0.02 0.03
C -3.425567 -0.837310 -1.409886 -0.02 0.00 0.00
H 4.203517 4.861244 4.206266 0.00 -0.01 0.00
H 0.484676 -2.165088 4.216086 -0.05 -0.02 -0.02
H 1.717868 -6.896688 1.639452 0.00 0.00 0.00
H 0.660854 -5.935692 -2.407096 0.00 0.00 0.00
H 0.136730 -3.592985 -1.788974 0.00 0.01 0.01
H -1.109726 -2.069348 -3.494681 -0.01 0.01 -0.01
H -0.044539 5.048350 4.765921 0.00 0.00 0.00
H -1.481498 0.094939 -4.661202 0.01 -0.01 0.01
H 3.068284 2.504777 -1.496595 0.00 0.00 0.00
H -1.979143 -0.590317 4.039908 0.00 0.03 -0.02
H 2.139073 -1.355224 -5.083877 0.00 0.01 -0.01
H -2.559317 -0.906858 -2.049922 0.01 0.00 0.01
H -4.840520 -0.575249 -2.979484 0.00 0.00 0.00
H 1.418013 -4.562403 3.324734 0.00 -0.01 0.00
H 0.143918 5.470601 -0.508522 0.00 0.01 0.00
H -0.018052 -2.591293 -4.794852 0.00 0.00 -0.01
H -1.669782 -2.241623 3.517493 -0.02 0.01 0.02
H -6.795539 -0.410035 -1.511646 0.00 0.00 0.00
H 2.197602 6.025182 5.033795 0.00 0.00 0.00
H -0.343641 2.850653 3.659395 -0.01 -0.01 0.02
H 1.654106 0.745929 -6.285880 0.00 0.00 0.00
H 1.432635 -7.550468 -0.732474 0.00 0.00 0.00
H 1.657945 -1.292949 3.235589 0.03 0.00 0.04
H -6.564346 -0.558102 0.949657 0.00 0.00 0.00
H -0.041656 0.099281 3.026788 0.08 -0.01 0.00
H -4.490821 -0.849582 2.944942 -0.01 -0.01 0.00
H 0.597784 1.289238 -4.964344 0.00 -0.01 0.01
H -1.824180 -1.232436 -5.794826 0.00 0.00 0.00
H 2.497917 0.003722 -4.010507 0.00 0.01 -0.01

72
Properties=species:S:1:pos:R:3:forces:R:3 method="wB97M-V/def2-TZVPD" total_energy_ha=-1938.658242 homo_energy_ev=-6.13 lumo_energy_ha=-0.043 charge=0
F -3.639927 3.354864 -3.082813 0.38 0.87 0.66
F -2.393742 5.147495 -2.742961 -0.72 -0.57 0.25
F -4.078855 4.709434 -1.389650 0.74 -0.32 -0.81
O 2.663592 0.089501 5.493537 -0.81 1.44 0.60
O -4.231048 -1.731478 2.451881 -0.60 -1.08 1.05
O -3.949244 1.070798 2.005820 -2.63 2.97 -1.47
O 3.517579 -1.872586 2.641164 -1.61 -0.98 -0.23
C 2.226740 -1.358091 2.838280 0.09 -2.04 -0.78
C -5.589687 -3.059144 3.826263 -1.08 -0.99 0.54
C 1.991984 -3.530263 2.237946 1.28 0.44 0.31
C 2.349598 3.083584 1.899109 -0.22 0.31 -0.84
C 1.180530 2.391048 2.228744 2.45 -0.41 -0.30
C 1.309167 0.985740 1.974083 -1.90 -0.29 -0.40
C 4.417014 -4.076931 1.909030 0.69 -0.67 -0.47
C 3.331749 2.445792 1.100509 -0.02 0.20 -0.36
C 1.290743 -2.357925 2.621460 0.35 1.04 0.00
C -1.762664 2.635457 1.033030 0.21 -0.66 0.20
C -1.497798 1.318074 0.575962 1.12 0.50 -0.82
C -3.227258 -0.020679 1.389375 0.58 -2.00 0.40
C 3.324219 -3.195814 2.286146 -1.66 0.29 0.16
C 1.815812 0.625809 0.677019 1.84 0.44 1.53
C -1.832569 0.139086 1.396292 4.46 3.10 -2.44
C -3.218261 -2.107788 4.402768 -0.49 -0.02 -0.51
C 3.018683 1.272264 0.385178 -0.30 1.01 -0.52
C -1.094265 1.209128 -0.777798 -0.34 -0.01 0.09
C -3.950517 -0.207887 0.070865 0.06 0.81 1.12
C -3.054541 4.131664 -2.113839 0.32 0.03 -0.08
C -4.715562 1.649385 1.061393 2.91 -1.75 1.63
C -1.537100 2.148005 -1.696856 -0.20 0.42 0.31
C -4.724609 0.906172 -0.122904 -0.29 -0.43 -0.80
C 1.695655 0.523611 4.579733 -0.14 0.90 0.99
C -2.176466 3.295422 -1.220013 0.16 0.59 0.03
C -4.328783 -2.384612 3.645531 1.51 1.14 -0.34
C -2.047316 3.640676 0.133883 -0.55 0.04 -0.73
C 3.294588 0.582788 7.800278 0.26 0.08 0.84
C -5.210853 2.975443 1.317207 -0.74 1.06 0.00
C 0.793684 1.348579 5.241833 0.31 -0.55 -0.64
C 2.387445 0.729506 6.676335 -1.01 -0.20 -1.52
C -3.065692 -1.007567 2.409838 -2.74 -3.30 3.22
C 1.226556 1.461524 6.585314 0.46 -0.40 0.22
C -2.422594 -1.210082 3.635924 0.13 0.44 -1.46
B 1.830666 0.090673 3.128859 -2.33 -0.05 -0.12
H -0.112480 1.778342 4.797039 0.61 -0.18 0.20
H 0.207810 -2.256178 2.693668 0.39 0.13 0.02
H 4.308422 2.909814 0.943071 -0.38 -0.04 0.09
H 0.342779 2.842421 2.749250 0.53 -0.26 0.64
H -5.881210 -3.065751 4.875018 -0.06 0.05 0.05
H 4.623934 -3.955664 0.834018 0.48 0.07 0.36
H 5.304356 -3.969862 2.534562 0.08 0.11 -0.27
H -3.777333 -1.019863 -0.622035 0.17 0.07 0.18
H -5.274479 3.526128 0.371662 -0.09 -0.17 0.15
H -5.560746 -4.102695 3.512012 -0.04 -0.08 -0.15
H -0.579053 0.309763 -1.120787 -0.42 0.08 0.10
H 3.878521 1.500333 7.940709 0.17 -0.28 -0.09
H -6.222183 2.887698 1.725383 0.05 0.30 0.19
H 4.056885 -5.108137 2.015928 0.15 0.21 0.05
H -1.467744 -0.767345 3.918533 -0.46 -0.09 -0.03
H -1.805185 2.829713 2.113333 -0.11 -0.20 -0.49
H 1.610006 -4.504927 1.946534 0.05 0.30 0.20
H -6.354681 -2.542329 3.248383 -0.08 -0.08 0.05
H 2.638105 0.511389 8.668090 0.36 -0.24 0.32
H 2.514427 4.106075 2.252891 -0.08 -0.32 -0.24
H 1.458381 -0.217434 0.097286 0.38 -0.52 0.58
H -5.268684 1.230770 -1.005693 0.22 -0.15 0.12
H 0.755107 1.985220 7.419376 0.21 -0.15 -0.44
H 3.945966 -0.289918 7.715730 -0.12 0.17 0.07
H -2.246842 4.663253 0.445739 -0.30 -0.23 0.10
H -2.995893 -2.438265 5.410939 -0.14 -0.03 -0.26
H -1.061957 -0.579584 1.689482 -0.73 0.36 -0.28
H -1.444095 2.013544 -2.766641 -0.04 -0.23 0.01
H 3.704189 0.875557 -0.371766 -0.36 0.32 0.15
H -4.531355 3.526756 1.977742 -0.39 -0.31 0.05